Formula: BH8NNbO2
Source: the OMol25 dataset
Level of theory: ωB97M-V/def2-TZVPD

Geometry as ORCA input:
```
! RIJCOSX wB97M-V def2-TZVPD def2/J DEFGRID3
* xyz -1 1
N -1.928 -0.327 -0.682
Nb 0.181 -0.623 -0.833
B 0.570 0.645 1.057
O 1.144 -0.009 2.195
O 0.308 2.021 1.239
H -2.158 0.591 -1.041
H -2.225 -0.428 0.280
H 0.022 -2.141 0.213
H 0.148 -1.630 -2.390
H 0.456 0.868 -1.875
H 1.979 -0.918 -0.773
H 1.966 -0.329 1.850
H -0.462 2.278 0.760
*
```

The value obtained for the LUMO energy is 3.181 eV. The total energy comes out at -291.7466 a.u. The HOMO-LUMO gap is 7.21 eV. For the HOMO energy, the calculation gives -4.0318 eV.

Atom charges from the Mulliken analysis, given in e for atoms 1 to 5: N -0.8487; Nb -0.5273; B 0.5431; O -0.5420; O -0.4458

***

Formula: BaCl2O8
Source: the OMol25 dataset
Level of theory: ωB97M-V/def2-TZVPD

Geometry as ORCA input:
```
! RIJCOSX wB97M-V def2-TZVPD def2/J DEFGRID3
* xyz 0 1
Ba 1.200 0.196 0.584
Cl 0.991 1.717 -3.117
O -0.221 2.397 -3.413
O 2.080 2.299 -3.807
O 1.278 1.876 -1.659
O 0.884 0.303 -3.351
Cl -1.271 -1.785 2.970
O -0.602 -0.554 2.475
O -2.427 -1.418 3.712
O -1.592 -2.563 1.805
O -0.319 -2.466 3.803
*
```

The value obtained for the LUMO energy is -2.432 eV. The total energy comes out at -1547.3008 a.u. The HOMO-LUMO gap is 8.13 eV. For the HOMO energy, the calculation gives -10.5638 eV.

Atom charges from the Mulliken analysis, given in e for atoms 1 to 5: Ba 1.8366; Cl 1.6794; O -0.5732; O -0.5778; O -0.7822

***

Formula: BaF18P3
Source: the OMol25 dataset
Level of theory: ωB97M-V/def2-TZVPD

Geometry as ORCA input:
```
! RIJCOSX wB97M-V def2-TZVPD def2/J DEFGRID3
* xyz -1 1
Ba -1.205 -2.327 0.470
P 3.057 -0.144 3.730
F 3.212 -0.888 2.246
F 4.116 -1.160 4.380
F 4.097 0.960 3.246
F 2.848 0.691 5.132
F 1.718 0.595 3.148
F 1.976 -1.300 3.989
P 1.516 -2.011 -4.527
F 3.043 -1.353 -4.835
F 1.701 -3.062 -5.725
F 2.050 -3.140 -3.514
F 0.012 -2.377 -4.061
F 1.221 -0.840 -3.383
F 0.891 -1.047 -5.702
P -4.314 2.483 0.786
F -5.043 2.360 -0.699
F -5.721 2.926 1.512
F -4.673 0.955 1.035
F -3.636 2.726 2.248
F -2.930 1.962 0.106
F -3.938 3.991 0.417
*
```

The value obtained for the LUMO energy is -2.807 eV. The total energy comes out at -2847.7824 a.u. The HOMO-LUMO gap is 6.64 eV. For the HOMO energy, the calculation gives -9.4466 eV.

Atom charges from the Mulliken analysis, given in e for atoms 1 to 5: Ba 2.0008; P 1.1012; F -0.3853; F -0.3344; F -0.3206

***

Formula: BaH16O8
Source: the OMol25 dataset
Level of theory: ωB97M-V/def2-TZVPD

Geometry as ORCA input:
```
! RIJCOSX wB97M-V def2-TZVPD def2/J DEFGRID3
* xyz 2 1
Ba -0.320 0.024 -0.405
O -1.880 2.227 -1.578
H -2.426 1.805 -2.206
H -2.186 3.126 -1.704
O -2.346 -1.861 0.258
H -2.980 -1.176 0.508
H -2.783 -2.283 -0.511
O 0.505 -1.971 1.597
H 0.858 -1.442 2.315
H 1.105 -2.743 1.500
O 1.392 2.009 -1.113
H 2.306 2.241 -1.141
H 0.856 2.635 -1.583
O -1.604 1.347 1.706
H -1.319 2.234 1.455
H -2.541 1.439 1.723
O 1.274 0.672 1.819
H 1.657 1.535 1.746
H 1.886 0.139 2.293
O 0.276 -2.500 -1.408
H -0.418 -3.139 -1.355
H 0.760 -2.725 -2.222
O 2.414 -0.433 -0.884
H 2.899 0.146 -0.313
H 2.614 -1.318 -0.505
*
```

The value obtained for the LUMO energy is -6.506 eV. The total energy comes out at -636.5889 a.u. The HOMO-LUMO gap is 12.13 eV. For the HOMO energy, the calculation gives -18.6408 eV.

Atom charges from the Mulliken analysis, given in e for atoms 1 to 5: Ba 1.7067; O -0.5179; H 0.2938; H 0.2739; O -0.6336

***

Formula: BeCl2
Source: the OMol25 dataset
Level of theory: ωB97M-V/def2-TZVPD

Geometry as ORCA input:
```
! RIJCOSX wB97M-V def2-TZVPD def2/J DEFGRID3
* xyz 1 2
Be -0.646 -0.958 -0.422
Cl 1.964 -0.910 0.928
Cl -1.318 1.868 -0.505
*
```

The value obtained for the LUMO energy (spin up / spin down) is -10.083 / -10.754 eV. The total energy comes out at -934.5972 a.u. The HOMO-LUMO gap (spin up / spin down) is 6.59 / 3.53 eV. For the HOMO energy (spin up / spin down), the calculation gives -16.6712 / -14.2827 eV. The expectation value of S² is 0.788.

Taken from the Mulliken analysis, the atomic charges in e are: Be 1.1402; Cl -0.0782; Cl -0.0620

***

Formula: BeH10O5
Source: the OMol25 dataset
Level of theory: ωB97M-V/def2-TZVPD

Geometry as ORCA input:
```
! RIJCOSX wB97M-V def2-TZVPD def2/J DEFGRID3
* xyz 2 1
Be 0.090 0.035 -0.493
O 0.763 0.179 -2.093
H 1.037 0.998 -2.576
H 1.481 -0.425 -2.400
O 0.305 1.620 0.078
H 1.078 2.175 -0.240
H -0.222 2.236 0.564
O -0.788 -0.326 2.234
H -1.316 0.349 2.693
H -0.624 -1.039 2.775
O -1.573 -0.409 -0.537
H -2.361 -0.220 -0.015
H -1.840 -1.199 -1.005
O 1.036 -1.102 0.186
H 0.961 -1.847 0.836
H 1.972 -1.025 -0.007
*
```

The value obtained for the LUMO energy is -7.820 eV. The total energy comes out at -396.4500 a.u. The HOMO-LUMO gap is 11.64 eV. For the HOMO energy, the calculation gives -19.4597 eV.

Atom charges from the Mulliken analysis, given in e for atoms 1 to 5: Be 0.2750; O -0.4067; H 0.3904; H 0.3901; O -0.3222

***

Formula: BeH14O7
Source: the OMol25 dataset
Level of theory: ωB97M-V/def2-TZVPD

Geometry as ORCA input:
```
! RIJCOSX wB97M-V def2-TZVPD def2/J DEFGRID3
* xyz 2 1
Be -0.372 -0.289 0.158
O -0.002 2.303 0.974
H -0.143 3.160 0.574
H 0.277 2.498 1.869
O -0.122 -0.433 2.613
H -0.756 -0.513 3.326
H 0.729 -0.550 3.035
O -2.410 1.086 -0.014
H -2.601 1.628 0.751
H -2.668 1.625 -0.761
O 0.765 -2.409 0.567
H 1.504 -2.614 -0.005
H 0.999 -2.799 1.410
O -0.374 1.130 -2.227
H -0.319 2.021 -2.571
H -0.313 0.570 -3.001
O -0.603 -1.861 -1.843
H -1.393 -2.223 -2.247
H 0.011 -2.595 -1.818
O 2.223 -0.027 -0.255
H 2.558 0.869 -0.290
H 3.007 -0.576 -0.245
*
```

The value obtained for the LUMO energy is -9.490 eV. The total energy comes out at -549.1834 a.u. The HOMO-LUMO gap is 9.54 eV. For the HOMO energy, the calculation gives -19.0323 eV.

Atom charges from the Mulliken analysis, given in e for atoms 1 to 5: Be 1.2576; O -0.4890; H 0.2966; H 0.2854; O -0.5018

***

Formula: BeH20O14STl
Source: the OMol25 dataset
Level of theory: ωB97M-V/def2-TZVPD

Geometry as ORCA input:
```
! RIJCOSX wB97M-V def2-TZVPD def2/J DEFGRID3
* xyz 3 1
Be 2.163 -2.063 -0.696
Tl 2.155 3.109 -1.171
S 0.137 0.023 -0.522
O 0.156 -1.166 -1.409
O -0.198 1.272 -1.224
O -0.712 -0.158 0.655
O 1.571 0.193 -0.189
O 0.757 3.047 1.447
H 1.154 2.362 2.065
H -0.149 3.160 1.779
O -3.071 -1.222 -0.086
H -2.179 -0.849 0.114
H -2.948 -2.182 -0.203
O -1.402 0.616 3.197
H -2.055 1.329 3.280
H -1.264 0.473 2.246
O 0.420 -2.880 1.004
H -0.121 -2.163 0.653
H 0.269 -2.840 1.961
O -2.349 2.263 0.256
H -1.808 2.053 -0.527
H -2.370 1.446 0.771
O 2.272 0.423 -3.092
H 1.762 -0.322 -3.436
H 3.196 0.149 -3.184
O 3.127 -1.492 1.388
H 3.520 -2.037 2.095
H 3.809 -0.832 1.180
O 1.555 1.043 2.929
H 0.736 0.636 3.254
H 1.944 0.391 2.329
O -1.345 -2.558 -3.044
H -0.801 -2.091 -2.362
H -2.196 -2.086 -3.080
O -2.078 0.677 -2.971
H -2.333 1.611 -3.077
H -1.323 0.664 -2.331
*
```

The value obtained for the LUMO energy is -17.756 eV. The total energy comes out at -1649.3235 a.u. The HOMO-LUMO gap is 2.68 eV. For the HOMO energy, the calculation gives -20.4383 eV.

Atom charges from the Mulliken analysis, given in e for atoms 1 to 5: Be 1.1040; Tl 0.9026; S 2.0581; O -0.7098; O -1.1105

***

Formula: Br2ClMnO4
Source: the OMol25 dataset
Level of theory: ωB97M-V/def2-TZVPD

Geometry as ORCA input:
```
! RIJCOSX wB97M-V def2-TZVPD def2/J DEFGRID3
* xyz -1 6
Mn 1.496 -1.146 -0.852
Br 3.295 0.165 -1.863
Br -0.059 -2.490 -2.250
Cl -0.979 0.699 1.008
O 0.268 0.264 0.366
O -2.037 0.210 0.208
O -1.033 0.179 2.321
O -0.952 2.119 1.061
*
```

The value obtained for the LUMO energy (spin up / spin down) is 2.486 / 2.074 eV. The total energy comes out at -7060.1286 a.u. The HOMO-LUMO gap (spin up / spin down) is 8.95 / 8.77 eV. For the HOMO energy (spin up / spin down), the calculation gives -6.4596 / -6.6928 eV. The expectation value of S² is 8.756.

Atom charges from the Mulliken analysis, given in e for atoms 1 to 5: Mn 0.6376; Br -0.4131; Br -0.4201; Cl 1.6730; O -0.5929

***

Formula: Br2HO3P
Source: the OMol25 dataset
Level of theory: ωB97M-V/def2-TZVPD

Geometry as ORCA input:
```
! RIJCOSX wB97M-V def2-TZVPD def2/J DEFGRID3
* xyz 0 3
O -1.211 -1.366 0.446
O 1.019 -0.453 0.636
O -0.727 1.069 -0.519
P -0.167 -0.858 -0.509
Br 2.491 0.222 -0.095
Br 0.332 2.469 -1.101
H -1.737 -1.082 1.141
*
```

The value obtained for the LUMO energy (spin up / spin down) is -0.334 / -2.316 eV. The total energy comes out at -5715.5285 a.u. The HOMO-LUMO gap (spin up / spin down) is 6.51 / 6.81 eV. For the HOMO energy (spin up / spin down), the calculation gives -6.8466 / -9.1308 eV. The expectation value of S² is 2.011.

Atom charges from the Mulliken analysis, given in e for atoms 1 to 5: O -0.3467; O -0.2628; O -0.3728; P 0.5702; Br 0.0755

***

Formula: Br3HOSi
Source: the OMol25 dataset
Level of theory: ωB97M-V/def2-TZVPD

Geometry as ORCA input:
```
! RIJCOSX wB97M-V def2-TZVPD def2/J DEFGRID3
* xyz 0 1
O 1.997 -1.538 -0.170
Si 0.526 -1.326 -0.005
Br -0.635 -1.306 1.884
Br -0.712 -1.341 -1.775
Br -0.311 2.526 -0.607
H -0.866 2.985 0.673
*
```

The value obtained for the LUMO energy is -0.713 eV. The total energy comes out at -8087.4667 a.u. The HOMO-LUMO gap is 10.20 eV. As for the SMILES: O=[Si](Br)Br.Br. For the HOMO energy, the calculation gives -10.9136 eV.

Atom charges from the Mulliken analysis, given in e for atoms 1 to 5: O -0.4228; Si 0.6505; Br -0.1327; Br -0.0978; Br -0.2146

***

Formula: Br4Pt
Source: the OMol25 dataset
Level of theory: ωB97M-V/def2-TZVPD

Geometry as ORCA input:
```
! RIJCOSX wB97M-V def2-TZVPD def2/J DEFGRID3
* xyz -1 4
Pt 0.022 0.011 0.070
Br 1.349 -1.933 1.190
Br -0.888 -0.869 -2.195
Br -2.067 0.860 1.366
Br 1.585 1.931 -0.431
*
```

The value obtained for the LUMO energy (spin up / spin down) is 3.387 / 0.567 eV. The total energy comes out at -10415.5107 a.u. The HOMO-LUMO gap (spin up / spin down) is 9.32 / 6.71 eV. For the HOMO energy (spin up / spin down), the calculation gives -5.9359 / -6.1390 eV. The expectation value of S² is 3.760.

Taken from the Mulliken analysis, the atomic charges in e are: Pt 0.9764; Br -0.4984; Br -0.4985; Br -0.4974; Br -0.4821